C22H50P2Si2Sr | wB97M-V/def2-TZVPD

Computed properties:
- gap between HOMO and LUMO (eV) = 5.7
- HOMO energy (eV) = -6.07

The geometry in ORCA input format:
```
! wB97M-V def2-TZVPD RIJCOSX def2/J DEFGRID3
* xyz 0 1
C 0.48 -1.33 -5.35
H -0.97 -4.12 -4.97
C -1.18 4.01 -3.45
H 3.12 3.89 0.89
H -2.88 0.01 -2.66
C -3.13 -2.00 -1.97
H 1.33 -0.99 -5.95
C -3.32 -0.96 -4.40
H 0.52 -2.41 -5.25
H 0.75 4.80 3.52
H 1.48 5.26 -0.53
H 2.56 4.36 -3.23
C 0.94 0.46 3.23
C 1.00 2.13 -4.18
H 0.54 -0.19 4.02
C 2.29 -0.84 0.04
H -3.77 -3.67 -3.88
H -0.79 3.98 3.38
H -0.42 -1.07 -5.91
P 0.48 -0.59 -3.64
H -1.24 4.08 -4.55
H -3.00 -1.37 -1.08
H -1.26 5.03 -3.04
H -4.35 -2.18 -5.78
H -2.09 2.78 3.24
H 1.65 -0.12 2.63
C -0.05 4.55 2.81
H -0.09 -3.36 -2.79
H -1.05 1.25 -4.06
H -1.74 -1.11 2.37
H -3.21 -4.23 -5.46
Si -0.52 1.05 2.18
H -4.10 -2.51 -1.83
C -1.75 1.76 3.44
H 1.99 1.69 -3.88
C -3.10 -0.99 -3.08
C -2.02 -3.08 -1.81
H -2.09 3.48 -3.12
H -0.55 5.49 2.53
H 1.49 -1.59 0.10
P 0.41 3.25 -2.83
C 2.30 -1.07 -3.34
C -0.03 1.04 -4.46
H 1.23 2.72 -5.07
C 0.01 2.11 0.77
H -0.13 0.91 -5.55
H -3.45 0.03 -4.87
H 0.30 6.08 0.51
H -2.65 1.13 3.46
C -3.06 -3.47 -4.69
H -0.69 -1.12 0.94
C 0.54 5.13 0.01
H -0.26 4.92 -0.71
H 3.07 -0.30 -3.50
C 2.52 3.42 1.67
H 1.47 1.29 3.72
C -1.38 -0.50 1.53
H 2.38 -1.48 -2.32
C 1.50 4.64 -3.30
H 1.29 4.94 -4.34
H -2.63 -1.90 -6.16
C -1.17 -3.36 -3.01
H 1.34 5.50 -2.63
H -0.75 2.19 -0.03
H -2.25 -0.25 0.91
H 2.73 2.34 1.69
H 3.11 -1.18 -0.60
H 2.52 -1.90 -4.03
H 2.78 3.87 2.65
H -1.32 -2.80 -1.02
Sr 1.39 1.10 -1.54
H 2.66 -0.58 1.03
C -3.34 -2.11 -5.34
H -1.29 1.74 4.44
C -1.65 -3.67 -4.22
H -2.56 -3.97 -1.43
Si 0.71 3.75 1.27
*
```